1.
{"formula": "C27H49Cl10NO5S", "method": "ωB97M-V/def2-TZVPD", "total_energy_ha": -6489.1656, "smiles": "CCCCCCCCCCCCC[C@@]1(CCOC=O)OC(=O)O[C@@]1(S)N=C(C)C.ClCCl.ClCCl.ClCCl.ClCCl.ClCCl", "orbital_gap_ev": 8.9, "elements": ["Cl", "Cl", "Cl", "Cl", "Cl", "Cl", "Cl", "Cl", "Cl", "Cl", "S", "O", "O", "O", "O", "O", "N", "C", "C", "C", "C", "C", "C", "C", "C", "C", "C", "C", "C", "C", "C", "C", "C", "C", "C", "C", "C", "C", "C", "C", "C", "C", "C", "C", "H", "H", "H", "H", "H", "H", "H", "H", "H", "H", "H", "H", "H", "H", "H", "H", "H", "H", "H", "H", "H", "H", "H", "H", "H", "H", "H", "H", "H", "H", "H", "H", "H", "H", "H", "H", "H", "H", "H", "H", "H", "H", "H", "H", "H", "H", "H", "H", "H"], "coordinates": [[-0.27, 4.23, -5.41], [-3.06, -1.56, 5.74], [2.50, 7.93, 2.42], [4.74, 6.10, 1.99], [-7.49, -2.18, 6.41], [-0.64, -2.38, 4.30], [-1.97, 6.47, -4.61], [-6.11, -0.25, 4.69], [9.02, 4.20, 4.07], [9.25, 4.10, 1.16], [-1.03, 3.20, 1.04], [-2.95, 0.37, 1.69], [1.32, 2.24, 1.62], [1.89, 0.65, 3.16], [-3.97, -1.38, 0.66], [1.06, 0.13, 1.09], [1.19, 3.12, -0.49], [-1.33, -3.64, -0.38], [0.47, 2.33, 0.40], [-0.60, 5.96, -5.59], [-0.09, -3.72, 0.53], [-1.60, -0.11, 1.50], [-7.05, -0.49, 6.17], [8.15, 4.09, 2.54], [0.44, -1.97, -3.22], [3.27, 6.42, 2.92], [-0.24, 4.55, -1.87], [-2.28, -4.49, -2.60], [-1.19, -4.63, -1.53], [0.50, -2.87, -4.45], [-1.91, -3.69, -3.86], [0.35, 0.80, 0.07], [0.85, 0.42, -1.33], [1.64, 5.46, -0.39], [-3.89, -0.60, 1.59], [0.86, 4.30, -0.89], [1.64, -0.88, -1.31], [1.37, -5.72, 1.25], [0.00, -5.03, 1.33], [1.46, 0.99, 2.07], [1.80, -1.52, -2.70], [-1.42, -1.12, 5.25], [-0.54, -4.01, -4.48], [-1.10, 0.27, 0.10], [2.58, 5.60, 2.75], [-1.17, -0.63, -0.50], [-1.29, -5.62, -1.09], [1.82, -5.84, 2.23], [1.50, 1.20, -1.74], [1.08, -1.60, -0.72], [0.28, 6.51, -5.28], [-2.56, -5.49, -2.93], [-0.15, -4.77, 2.38], [-2.17, -3.87, 0.27], [-0.79, 5.42, -1.51], [-1.59, -1.19, 1.63], [1.32, 5.66, 0.63], [-0.16, -4.91, -4.01], [-0.05, -2.86, 1.20], [-0.82, -0.94, 6.14], [-1.21, 2.57, 2.20], [-1.39, -2.61, -0.72], [2.09, -5.18, 0.64], [1.30, -6.73, 0.85], [0.45, -2.31, -5.37], [-0.82, 6.16, -6.63], [-6.45, -0.16, 7.01], [-0.91, 3.70, -1.86], [0.18, 4.73, -2.85], [-0.70, -4.25, -5.53], [-2.65, -3.96, -4.61], [7.48, 4.94, 2.46], [-3.17, -4.07, -2.15], [1.50, 6.34, -1.01], [-2.07, -2.64, -3.66], [2.60, -0.70, -0.85], [2.31, -0.82, -3.36], [-0.75, -5.75, 1.02], [-0.18, -4.58, -1.91], [7.58, 3.16, 2.53], [1.49, -3.35, -4.46], [-0.12, -1.08, -3.51], [-7.96, 0.10, 6.10], [2.41, -2.41, -2.54], [2.69, 5.19, -0.35], [-4.62, -0.62, 2.40], [-1.47, -0.22, 4.65], [0.80, -3.67, -0.10], [-1.79, 0.98, -0.32], [-1.02, 0.33, 2.30], [3.53, 6.49, 3.97], [-0.02, 0.40, -1.97], [-0.11, -2.41, -2.40]]}

=====

2.
{"formula": "C3H8OS", "method": "ωB97M-V/def2-TZVPD", "total_energy_ha": -592.4474, "smiles": "C=O.CSC", "de_lowest_kcal_mol": 44.3, "orbital_gap_ev": 9.0, "elements": ["S", "O", "C", "C", "C", "H", "H", "H", "H", "H", "H", "H", "H"], "coordinates": [[-1.58, 1.64, -1.41], [2.35, -2.72, 2.22], [3.05, -1.98, 2.86], [-2.25, -0.07, -1.45], [0.12, 1.33, -0.75], [-1.54, -0.89, -1.63], [0.20, 0.43, -0.19], [4.08, -1.63, 2.47], [1.08, 1.65, -1.30], [0.03, 1.94, 0.26], [2.75, -1.60, 3.85], [-3.00, -0.08, -2.21], [-2.66, -0.01, -0.43]]}

=====

3.
{"formula": "C7H15MnN4Se", "method": "ωB97M-V/def2-TZVPD", "total_energy_ha": -4045.8409, "de_lowest_kcal_mol": 6.3, "s2": 0.79, "charge": 3, "multiplicity": 2, "orbital_gap_ev": [6.2, 6.2], "elements": ["Se", "Mn", "N", "N", "N", "N", "C", "C", "C", "C", "C", "C", "C", "H", "H", "H", "H", "H", "H", "H", "H", "H", "H", "H", "H", "H", "H", "H"], "coordinates": [[2.20, 2.06, -1.74], [0.40, 0.84, -1.07], [0.92, -0.95, -0.25], [-1.39, -0.04, -1.16], [4.83, 2.59, -0.50], [-0.13, 1.37, 0.79], [0.77, 0.59, 1.69], [-1.05, -1.38, -1.73], [0.86, -0.85, 1.25], [-1.62, 1.18, 0.95], [0.03, -2.02, -0.88], [-2.09, -0.04, 0.18], [3.77, 2.36, -0.96], [0.05, 2.36, 0.98], [0.02, -1.44, 1.61], [0.41, 0.67, 2.72], [-3.17, 0.00, 0.03], [1.75, 1.07, 1.65], [0.64, -2.68, -1.49], [1.88, -1.16, -0.52], [-0.71, -1.24, -2.76], [-0.38, -2.63, -0.08], [1.76, -1.31, 1.67], [-2.10, 2.08, 0.57], [-1.94, -2.02, -1.79], [-1.86, 1.10, 2.01], [-1.98, 0.45, -1.83], [-1.87, -0.97, 0.69]]}

=====

4.
{"formula": "C11H17N3", "method": "ωB97M-V/def2-TZVPD", "total_energy_ha": -593.3028, "smiles": "c1cncc(N2CCCNCCC2)c1", "de_lowest_kcal_mol": 201.9, "orbital_gap_ev": 9.4, "elements": ["N", "N", "N", "C", "C", "C", "C", "C", "C", "C", "C", "C", "C", "C", "H", "H", "H", "H", "H", "H", "H", "H", "H", "H", "H", "H", "H", "H", "H", "H", "H"], "coordinates": [[2.79, -0.46, -0.46], [-0.23, -0.05, 1.58], [-3.26, -1.04, -0.21], [2.58, 1.06, -0.42], [-3.26, 1.17, -0.50], [0.81, 1.15, 1.11], [0.50, -2.04, -0.30], [-2.06, -1.08, 0.40], [-2.05, 1.23, 0.11], [-1.36, 0.11, 0.77], [0.39, -1.47, 1.28], [1.23, 1.66, -0.22], [-3.86, -0.03, -0.65], [1.62, -1.18, -1.17], [-0.70, -1.89, -0.65], [-3.77, 2.17, -0.64], [0.84, 1.11, -1.22], [-4.56, -0.05, -1.57], [1.95, -1.82, -1.90], [-1.81, 2.32, 0.32], [1.45, 2.81, -0.64], [2.73, -0.85, 0.44], [3.31, 1.33, 0.28], [0.25, 1.86, 1.76], [1.15, -0.50, -1.76], [1.82, 1.07, 1.56], [3.06, 1.77, -1.19], [1.12, -2.97, -0.26], [-1.84, -2.03, 0.49], [1.53, -1.44, 1.63], [-0.34, -1.92, 2.01]]}

=====

5.
{"formula": "C5H8ClN", "method": "ωB97M-V/def2-TZVPD", "total_energy_ha": -710.0079, "de_lowest_kcal_mol": 36.6, "s2": 2.01, "multiplicity": 3, "orbital_gap_ev": [5.9, 7.5], "elements": ["Cl", "N", "C", "C", "C", "C", "C", "H", "H", "H", "H", "H", "H", "H", "H"], "coordinates": [[2.28, -1.04, 1.72], [0.76, -1.18, -1.23], [-0.46, 0.77, 1.75], [-1.92, -1.33, 1.20], [0.68, -0.17, -1.78], [-1.01, -0.38, 1.42], [0.75, 1.17, -2.27], [0.98, 0.94, -3.26], [-1.20, 1.50, 2.18], [-2.50, -1.39, 0.23], [1.44, 1.91, -1.87], [-0.23, 1.65, -2.37], [1.74, -1.42, 0.58], [-1.92, -2.11, 1.98], [0.62, 1.08, 1.72]]}

=====

6.
{"formula": "C21H38BBrF6N2O8P", "method": "ωB97M-V/def2-TZVPD", "total_energy_ha": -5073.7870, "charge": 1, "orbital_gap_ev": 9.6, "elements": ["Br", "P", "F", "F", "F", "F", "F", "F", "O", "O", "O", "O", "O", "O", "O", "O", "N", "N", "C", "C", "C", "C", "C", "C", "C", "C", "C", "C", "C", "C", "C", "C", "C", "C", "C", "C", "C", "C", "C", "B", "H", "H", "H", "H", "H", "H", "H", "H", "H", "H", "H", "H", "H", "H", "H", "H", "H", "H", "H", "H", "H", "H", "H", "H", "H", "H", "H", "H", "H", "H", "H", "H", "H", "H", "H", "H", "H", "H"], "coordinates": [[-2.70, -3.56, 0.67], [-0.59, 2.49, -0.63], [-0.04, -3.20, -7.24], [0.55, 2.31, 4.58], [-0.31, -1.06, -7.11], [2.02, 0.72, 4.30], [2.56, 2.78, 3.83], [1.04, -1.90, -8.57], [1.25, -1.80, -5.11], [-0.52, 3.54, 0.60], [2.89, -2.10, -6.63], [3.42, -1.46, -0.95], [-1.67, 2.84, -1.54], [4.40, 0.55, -0.53], [0.83, 2.50, -1.34], [-3.82, 0.86, -0.69], [-1.94, -0.85, 1.24], [-4.08, 2.35, 1.20], [0.29, -0.08, 0.57], [-3.15, -1.67, 0.89], [4.35, -0.66, -0.31], [0.59, -2.03, -7.34], [1.74, -1.97, -6.33], [1.03, 1.72, 2.33], [0.92, 0.25, 1.96], [2.22, -1.76, -4.05], [-3.78, 2.51, 2.63], [-1.98, 0.65, 1.02], [-4.22, -1.51, 1.96], [1.32, -0.39, -0.51], [-4.09, -2.40, 3.21], [4.89, -1.27, 2.09], [1.56, 1.88, 3.76], [2.84, -0.38, -3.95], [5.33, -1.34, 0.62], [-0.86, 0.81, 0.01], [2.21, -1.60, -0.21], [-4.10, 3.65, 0.51], [-0.59, -1.36, 0.81], [-3.36, 1.33, 0.52], [0.35, 3.94, 0.68], [-2.75, 2.83, 2.80], [-3.18, 4.20, 0.63], [1.76, 2.22, 1.70], [3.90, -1.68, 2.23], [-1.89, -0.95, 2.25], [-1.19, 0.28, -0.88], [-4.33, -0.46, 2.22], [5.59, -1.84, 2.68], [0.79, -0.60, -1.43], [-3.06, -2.54, 3.51], [-4.65, -1.93, 4.01], [6.25, -0.80, 0.52], [-3.55, -1.39, -0.07], [-0.63, -1.84, -0.16], [-4.28, 3.48, -0.55], [1.96, 0.47, -0.61], [-0.19, -2.09, 1.48], [1.67, -2.00, -3.14], [3.51, -0.33, -3.09], [2.98, -2.54, -4.19], [-3.95, 1.60, 3.18], [0.43, -0.32, 2.73], [-4.40, 3.27, 3.07], [1.94, -0.13, 1.93], [-4.56, -3.35, 3.04], [-1.65, 1.06, 1.97], [-4.92, 4.24, 0.90], [3.41, -0.14, -4.84], [0.08, 2.22, 2.34], [1.73, -2.49, -0.61], [-4.77, 0.79, -0.62], [1.39, 3.24, -1.10], [4.94, -0.25, 2.43], [2.40, -1.76, 0.84], [2.07, 0.38, -3.83], [5.48, -2.36, 0.28], [-5.14, -1.79, 1.46]]}